[1]
Computed, not measured: C15H28N6O4OsSe3 as an isolated structure, with ωB97M-V/def2-TZVPD.

* energy relative to the best compared isomer or geometry (same formula, charge and spin): 8.2 kcal per mole
* spin multiplicity: 5
* LUMO level (alpha / beta): -5.97 / -8.90 eV
* maximum force: 0.6 eV/Å
* charge: +2

Geometry as XYZ:
```
57
Properties=species:S:1:pos:R:3:forces:R:3
Os -1.222119 0.356722 -0.943568 -0.48 -0.38 -0.20
C -4.086858 2.181066 2.321526 0.00 -0.05 0.02
Se -3.111826 0.709144 3.132868 -0.01 -0.08 0.04
C -4.609248 -0.173168 4.012995 -0.01 0.02 0.06
C -5.654170 -0.682897 3.032305 0.08 0.05 -0.04
Se -4.867485 -2.126039 2.009655 0.05 -0.04 0.18
C -6.415215 -2.698234 1.033121 0.03 0.03 -0.10
H -4.583355 2.751151 3.102327 0.01 0.01 -0.01
H -4.802898 1.828591 1.584140 -0.01 0.00 -0.01
H -3.352188 2.816263 1.831167 0.01 0.00 0.03
H -5.061940 0.517107 4.725762 0.03 0.02 -0.08
H -4.160421 -0.984836 4.589069 -0.09 0.03 0.02
H -5.952615 0.078833 2.309633 -0.06 0.02 0.07
H -6.557333 -1.058839 3.517643 0.02 -0.07 0.02
H -7.148980 -3.048680 1.758401 -0.02 -0.01 0.01
H -6.096247 -3.497439 0.371299 0.00 0.00 0.00
H -6.812823 -1.855619 0.469680 -0.01 -0.01 0.00
C 4.555195 1.151041 0.900190 0.01 0.03 -0.04
C 4.845917 1.400129 -0.571778 0.02 0.10 0.03
N 5.007856 0.172841 -1.335190 -0.05 -0.06 -0.04
C 6.232347 -0.613376 -1.140730 0.06 -0.05 -0.01
C 6.003438 -1.880580 -0.331341 0.02 0.02 -0.03
C 4.135419 -0.271204 -2.251566 -0.05 0.00 0.01
O 4.290451 -1.261062 -2.943442 0.01 -0.06 -0.02
C 2.844010 0.488859 -2.472843 -0.04 -0.01 -0.01
C 2.677658 1.242778 -3.629978 -0.02 0.03 0.05
C 1.437791 1.793946 -3.907214 -0.08 -0.03 0.05
C 0.389214 1.537251 -3.050554 -0.02 0.09 -0.15
N 0.533230 0.779746 -1.941762 0.03 0.09 -0.04
C 1.752478 0.281545 -1.655209 0.15 -0.10 0.01
H 4.435208 2.098879 1.421352 -0.01 0.06 0.04
H 5.370988 0.611552 1.377840 0.02 -0.03 0.01
H 3.641625 0.566270 1.020054 -0.03 -0.02 0.00
H 5.765974 1.980374 -0.678184 -0.05 0.02 0.00
H 4.049038 1.992055 -1.023562 0.03 0.00 0.03
H 6.951281 0.042298 -0.648950 0.01 -0.02 -0.01
H 6.623707 -0.867891 -2.126336 0.01 0.01 0.04
H 5.626338 -1.656433 0.666156 -0.01 0.01 0.03
H 6.943260 -2.419614 -0.223098 0.01 -0.02 0.01
H 5.298084 -2.534086 -0.841204 -0.01 -0.02 -0.01
H 3.511870 1.387851 -4.303516 0.02 0.00 -0.02
H 1.271764 2.394941 -4.788608 -0.02 0.02 -0.01
H -0.603344 1.924036 -3.247014 0.04 0.00 -0.01
H 1.836160 -0.298408 -0.748422 0.02 0.01 0.00
O -4.694675 1.577394 -1.163279 -0.03 0.03 -0.03
N -3.578600 1.229900 -1.097413 -0.05 -0.04 0.02
O -3.120459 0.435496 -0.157340 -0.04 -0.05 -0.03
O -2.640738 1.569387 -1.911802 0.33 0.12 -0.03
N 0.825472 -0.052643 1.345661 0.01 -0.07 0.02
N -0.343303 -0.635364 0.729258 -0.09 0.19 0.32
H 1.120847 -0.637899 2.124818 -0.05 0.04 -0.02
H 0.566337 0.855747 1.720302 0.01 -0.06 -0.07
H -1.110167 -0.736592 1.412747 0.20 -0.08 -0.19
H -0.086923 -1.578190 0.428799 -0.03 0.08 -0.02
Se -1.653151 -1.789579 -2.401801 0.14 0.16 0.11
C -2.762253 -2.474927 -1.113236 -0.16 -0.13 0.17
N -3.453627 -2.919599 -0.299850 0.15 0.18 -0.19
```
Forces are in eV/Å.



[2]
Computed, not measured: one molecule with the formula C9H11NO2S, with ωB97M-V/def2-TZVPD.

* energy relative to the best compared isomer or geometry (same formula, charge and spin): 0.0 kcal per mole
* LUMO level: 0.62 eV
* maximum force: 0.7 eV/Å
* structure (SMILES): O=C(O)CSCCc1ccccn1
* charge: 0

Geometry as XYZ:
```
24
Properties=species:S:1:pos:R:3:forces:R:3
O -3.657340 -1.850442 -0.722519 -0.07 -0.19 0.06
C -3.305022 -0.883247 -0.113442 0.12 0.49 -0.47
O -3.117339 -0.881731 1.201573 -0.11 -0.30 0.58
C -3.066504 0.459491 -0.805361 0.32 0.23 0.27
S -1.891650 1.522016 0.087230 0.11 0.01 -0.27
C -0.348926 0.616899 -0.300191 -0.46 0.16 0.05
C 0.820185 1.222426 0.462698 -0.13 -0.06 -0.04
C 2.070477 0.424357 0.208688 0.18 0.29 -0.05
C 3.255174 1.029167 -0.197143 -0.01 -0.10 0.02
C 4.370408 0.235061 -0.407882 -0.05 -0.07 0.02
C 4.265450 -1.132376 -0.210777 0.00 0.10 -0.01
C 3.039191 -1.638854 0.192109 0.28 -0.18 -0.06
N 1.974633 -0.886063 0.396036 -0.42 -0.02 0.15
H -2.777984 -0.012617 1.499090 -0.01 -0.15 -0.27
H -4.012325 1.004279 -0.832010 0.01 -0.05 -0.04
H -2.727215 0.300168 -1.828535 -0.11 -0.09 0.08
H -0.191044 0.689537 -1.377389 0.05 -0.08 0.02
H -0.477147 -0.427646 -0.017731 0.07 0.01 -0.05
H 0.966648 2.263004 0.169247 0.02 0.00 0.05
H 0.595958 1.196609 1.532559 0.03 0.05 0.00
H 3.301474 2.097905 -0.342337 -0.02 0.09 -0.01
H 5.304872 0.676791 -0.722874 0.06 0.02 -0.02
H 5.108918 -1.786509 -0.365492 0.05 -0.08 -0.01
H 2.896430 -2.698253 0.360839 0.09 -0.10 -0.01
```
Forces are in eV/Å.



[3]
Computed, not measured: one molecule with the formula C5H7FO in a non-equilibrium geometry, with ωB97M-V/def2-TZVPD.

* energy relative to the best compared isomer or geometry (same formula, charge and spin): 107.1 kcal per mole
* LUMO level (alpha / beta): 0.74 / 0.76 eV
* maximum force: 4.5 eV/Å
* charge: 0

Geometry as XYZ:
```
14
Properties=species:S:1:pos:R:3:forces:R:3
C -1.590334 0.613530 -0.477316 1.41 4.07 -1.41
C -0.543387 -0.399281 -0.835768 1.58 -0.07 1.13
C -0.793896 0.933185 0.886071 -1.73 -3.52 0.44
C 2.534932 -0.810476 0.128054 -0.03 0.21 0.07
C 0.341678 0.126606 0.303785 -2.25 -0.15 -1.78
O 1.545773 -0.131947 0.680837 0.21 0.29 0.92
F 3.467011 -0.985477 1.148927 -0.76 -0.64 -1.74
H -1.527455 1.554000 -1.172665 -0.10 -1.61 1.20
H -2.601288 0.260244 -0.559649 -0.44 -0.07 0.78
H -1.001983 -1.316625 -0.588253 -0.10 -1.79 0.42
H -0.097830 -0.529846 -1.792754 0.14 0.37 -1.11
H -0.614176 1.877779 1.286993 0.09 1.86 0.20
H -1.382982 0.343345 1.691204 1.09 0.73 -0.73
H 2.263936 -1.535037 -0.699467 0.90 0.32 1.61
```
Forces are in eV/Å.



[4]
Computed, not measured: C17H39N8O4SSeV as an isolated structure in a non-equilibrium geometry, with ωB97M-V/def2-TZVPD.

* energy relative to the best compared isomer or geometry (same formula, charge and spin): 0.0 kcal per mole
* spin multiplicity: 4
* LUMO level (alpha / beta): -2.30 / -2.32 eV
* maximum force: 1.7 eV/Å
* charge: +1

Geometry as XYZ:
```
71
Properties=species:S:1:pos:R:3:forces:R:3
V -0.186364 -0.214383 0.633920 0.03 -0.87 1.44
C -3.097795 -0.402167 -1.199630 0.09 0.02 0.02
C -2.584189 -1.747727 -0.685643 0.10 0.19 0.02
N -1.113920 -1.808096 -0.504954 0.03 -0.21 -0.16
C -0.331930 -1.879052 -1.765565 0.12 0.14 0.10
C 1.152857 -1.765123 -1.427258 -0.08 0.25 0.05
N 1.369575 -0.455415 -0.772886 0.15 -0.09 -0.54
C 2.745645 -0.218440 -0.307250 -0.18 -0.02 0.05
C 2.918085 1.216472 0.191806 -0.07 -0.03 -0.02
C 2.259810 1.530928 1.535865 -0.12 -0.09 -0.14
N 0.782072 1.496846 1.494931 -0.05 0.43 -0.03
C 0.156459 2.665057 0.811096 -0.05 -0.16 -0.04
C -1.346658 2.427525 0.681845 0.12 -0.22 -0.21
N -1.544383 1.182870 -0.108281 -0.16 0.63 -0.25
C -2.958845 0.785584 -0.248698 0.18 -0.05 0.03
H -2.619510 -0.133362 -2.145600 -0.05 -0.01 -0.01
H -4.158567 -0.532802 -1.421698 0.00 0.01 -0.03
H -3.026632 -1.941477 0.295448 -0.02 -0.03 -0.01
H -2.908089 -2.547764 -1.358276 -0.02 0.01 -0.04
H -0.893879 -2.653622 0.018554 -0.06 -0.05 -0.06
H -0.543103 -2.799012 -2.317401 -0.01 -0.01 -0.01
H -0.597336 -1.024050 -2.389644 -0.10 -0.04 -0.01
H 1.435709 -2.557270 -0.730828 0.03 0.03 0.02
H 1.765467 -1.861265 -2.328831 -0.04 -0.03 -0.04
H 1.143494 0.269181 -1.471876 0.01 -0.02 -0.02
H 2.962916 -0.928272 0.498260 0.02 -0.01 0.00
H 3.449339 -0.410531 -1.124035 0.04 0.03 0.00
H 3.986999 1.408904 0.301443 0.00 0.02 -0.01
H 2.556981 1.902715 -0.579350 0.04 0.01 0.00
H 2.569928 0.779928 2.267820 0.01 0.01 0.02
H 2.599847 2.508871 1.890060 0.04 0.02 -0.02
H 0.432516 1.486365 2.449829 0.08 0.00 0.03
H 0.376199 3.596099 1.340100 -0.05 0.02 0.02
H 0.565632 2.737532 -0.197639 0.07 0.01 0.03
H -1.809589 2.296444 1.662344 -0.03 -0.01 0.00
H -1.817655 3.274914 0.178234 0.00 0.03 0.02
H -1.234115 1.420937 -1.059836 -0.01 -0.01 0.03
H -3.356437 0.544986 0.741202 0.00 -0.01 0.01
H -3.521552 1.628832 -0.655869 -0.05 -0.01 0.00
C -0.490308 1.448238 -4.835582 -0.02 -0.13 -0.11
S -0.496576 2.339180 -3.304056 -0.02 0.15 0.19
O 0.094424 3.624804 -3.567053 0.00 0.02 0.06
O -1.880782 2.345096 -2.833790 -0.06 0.03 0.00
O 0.315782 1.518136 -2.363353 0.16 -0.17 -0.07
H -0.718435 2.146497 -5.636666 -0.04 0.01 0.02
H -1.250881 0.671011 -4.794186 0.05 -0.04 0.00
H 0.496376 1.016446 -4.986731 0.01 0.06 -0.03
C 3.392822 -4.032679 0.746944 0.02 0.05 0.08
N 3.597408 -3.429173 2.057172 0.02 -0.17 -0.10
C 4.779413 -3.505805 2.771123 -0.06 0.02 -0.05
C 4.561706 -2.911328 3.958972 -0.12 0.05 -0.03
N 3.248062 -2.479738 3.956170 -0.05 0.04 0.18
C 2.590876 -1.795444 5.063151 0.09 -0.03 -0.08
C 2.657542 -2.796914 2.787379 0.06 0.18 -0.11
Se 0.893684 -2.402695 2.325595 -0.01 0.02 0.01
H 3.895862 -4.996205 0.724498 0.00 0.00 -0.02
H 3.791313 -3.390349 -0.036948 0.00 0.01 0.00
H 2.325860 -4.174427 0.600795 0.00 -0.02 0.01
H 5.658837 -3.975632 2.369787 0.00 -0.02 -0.01
H 5.212623 -2.757796 4.800075 0.00 0.00 0.02
H 3.128475 -2.033279 5.977028 -0.01 0.02 0.01
H 1.563996 -2.141400 5.132084 0.00 0.00 0.01
H 2.595667 -0.718888 4.899851 -0.01 0.01 0.00
N -2.491538 -1.862976 3.510681 -0.04 -0.02 0.05
C -1.939867 -0.628345 3.505321 0.03 -0.12 -0.23
N -1.985699 0.077760 4.657616 -0.02 0.01 0.09
O -1.422709 -0.152765 2.486494 0.01 0.15 -0.11
H -2.754631 -2.313979 4.369560 0.02 0.00 0.00
H -2.269121 -2.460257 2.733449 0.01 -0.01 0.02
H -2.551711 -0.220341 5.432537 -0.01 0.02 -0.01
H -1.741713 1.051074 4.608886 -0.02 0.00 0.00
```
Forces are in eV/Å.



[5]
Computed, not measured: a 2-piece molecular cluster, C21H43ClFNO8P2S3 overall in a non-equilibrium geometry, with ωB97M-V/def2-TZVPD.

* energy relative to the best compared isomer or geometry (same formula, charge and spin): 0.0 kcal per mole
* LUMO level: 0.27 eV
* maximum force: 1.7 eV/Å
* charge: 0

Geometry as XYZ:
```
80
Properties=species:S:1:pos:R:3:forces:R:3
C 2.634241 1.107192 5.384724 0.58 0.21 -0.25
C 2.340239 0.981368 3.889295 -0.60 0.66 0.18
P 1.006554 -0.253692 3.547336 0.91 -1.41 -0.15
C -0.235404 0.048570 4.868904 0.09 0.37 -0.42
C 0.141749 0.295632 1.943406 -0.32 1.16 1.10
C -0.082386 1.849319 2.079734 -0.13 -0.41 0.48
P -1.717547 2.436367 1.639817 0.38 0.34 -0.88
O -2.210458 2.104181 0.292997 -0.30 -0.13 0.10
O -2.742567 2.082008 2.809829 0.05 0.14 0.02
O -1.493836 4.027228 1.784947 0.07 -0.33 0.34
N -1.202574 -0.320147 1.964812 0.04 0.30 -1.09
C -1.427102 -0.949694 0.694682 -0.80 0.22 0.15
O -2.514636 -1.030186 0.180530 1.05 -0.36 0.69
C -0.042498 -1.415006 0.223099 0.52 -0.70 -0.23
S 0.169949 -2.859327 1.403964 -0.33 -0.03 0.25
C 0.151966 -2.014173 -1.193951 -0.33 0.78 -0.22
C -0.998811 -1.878168 -2.184353 0.07 -0.69 -0.49
C -2.150100 -2.861333 -1.986232 0.66 0.34 0.00
F -1.454618 -0.561410 -2.267759 -0.02 0.09 0.16
C 0.827794 -0.140164 0.591663 -0.72 -1.26 0.21
C 0.556626 0.865994 -0.535863 0.89 0.53 -0.04
C 1.451648 2.143914 -0.521811 -0.98 -0.02 -0.47
C 2.139254 2.458811 -1.862664 0.10 0.63 0.61
C 1.368178 3.501357 -2.708759 0.14 -0.79 0.22
S 1.163577 2.919022 -4.381503 0.69 0.80 -0.42
O 0.580330 3.935472 -5.197454 -0.52 -0.14 0.27
O 2.397564 2.349384 -4.829515 -0.16 -0.38 0.26
Cl -0.172928 1.417204 -4.072143 0.02 0.06 -0.09
C 2.311812 -0.456487 0.797783 0.17 0.51 -0.74
C 3.187661 -0.696643 -0.452408 0.32 -0.30 0.47
C 3.527786 -2.161028 -0.741078 0.04 0.24 -0.49
O 4.934120 -2.299303 -0.852000 -0.11 -0.01 0.12
C 5.322308 -3.475522 -1.535400 -0.01 -0.09 0.04
H 2.879669 0.145412 5.829894 -0.21 -0.10 0.15
H 3.521845 1.730133 5.497671 0.07 0.02 0.08
H 1.844257 1.614033 5.929667 -0.20 -0.19 0.08
H 3.251396 0.686514 3.377627 -0.01 -0.22 -0.13
H 2.078697 1.977506 3.521305 0.07 0.03 -0.08
H -0.687867 1.040095 4.902958 -0.13 0.01 0.02
H -0.996867 -0.721093 4.781593 -0.20 0.04 0.05
H 0.284696 -0.140367 5.803385 0.04 -0.01 0.10
H 0.632374 2.466486 1.547797 -0.03 -0.07 0.05
H 0.036021 2.115875 3.131094 -0.10 0.17 0.04
H -3.541294 1.757053 2.376338 -0.14 -0.29 0.13
H -2.309368 4.439562 1.478643 -0.01 0.38 -0.06
H -1.413090 -0.932128 2.738203 -0.13 0.03 0.09
H 1.476711 -3.122401 1.296819 0.02 0.18 -0.23
H 0.351027 -3.076493 -1.118045 -0.04 -0.15 0.04
H 1.031306 -1.590735 -1.674294 0.10 0.19 0.18
H -0.575142 -2.088227 -3.170201 0.07 0.13 -0.07
H -3.057810 -2.357047 -2.288908 -0.33 -0.24 0.06
H -2.188941 -3.219340 -0.962907 -0.32 0.05 0.07
H -1.974688 -3.712092 -2.639916 -0.14 -0.12 -0.06
H -0.492787 1.151303 -0.546885 -0.04 -0.08 0.00
H 0.746699 0.390085 -1.491823 -0.10 -0.19 -0.01
H 0.768460 2.973605 -0.331880 0.14 0.20 0.16
H 2.152724 2.147208 0.306692 0.31 -0.12 -0.11
H 2.348631 1.564436 -2.438465 0.01 -0.11 -0.08
H 3.095441 2.922843 -1.629433 0.22 -0.16 -0.16
H 1.932661 4.425131 -2.785877 -0.01 0.15 -0.27
H 0.389492 3.720654 -2.292123 -0.19 0.00 -0.18
H 2.735348 0.407473 1.305154 0.04 0.01 0.16
H 2.447096 -1.307171 1.456599 -0.12 0.02 0.30
H 2.801902 -0.242701 -1.357954 -0.13 0.18 0.00
H 4.154539 -0.232753 -0.259942 0.05 0.11 -0.06
H 3.079216 -2.452707 -1.693788 -0.13 -0.20 -0.01
H 3.151156 -2.830117 0.037454 -0.04 -0.10 0.08
H 4.514228 -4.206045 -1.594811 -0.11 -0.01 0.06
H 5.634025 -3.235464 -2.552127 0.07 0.02 -0.08
H 6.142949 -3.946887 -1.000291 0.16 0.06 0.01
C -5.318027 -0.270754 -1.761636 0.07 0.06 -0.04
S -6.114117 -1.877242 -1.876243 0.02 0.05 0.14
O -5.450503 -2.616645 -2.982608 -0.01 0.03 -0.08
C -7.682958 -1.275891 -2.516210 -0.07 0.06 -0.06
H -4.297091 -0.422547 -1.413780 -0.02 -0.03 0.03
H -5.308119 0.201356 -2.744392 -0.02 -0.05 -0.02
H -5.856715 0.348658 -1.044360 -0.01 -0.02 0.02
H -7.514346 -0.738020 -3.449159 0.05 -0.02 0.00
H -8.148775 -0.623993 -1.777198 0.01 -0.01 0.02
H -8.321954 -2.137301 -2.698266 0.03 -0.03 0.02
```
Forces are in eV/Å.



[6]
Computed, not measured: C5H5ClO as an isolated structure in a non-equilibrium geometry, with ωB97M-V/def2-TZVPD.

* energy relative to the best compared isomer or geometry (same formula, charge and spin): 39.9 kcal per mole
* LUMO level: 1.01 eV
* maximum force: 1.3 eV/Å
* charge: 0

Geometry as XYZ:
```
12
Properties=species:S:1:pos:R:3:forces:R:3
C -1.055318 -0.005282 -0.417543 -0.19 0.21 1.17
C -0.157478 -0.962200 0.411098 0.10 0.42 -0.16
C -0.154386 0.966816 0.394488 0.21 0.44 -0.01
C 1.197528 0.665080 -0.260791 -0.46 -0.78 0.14
C 1.193478 -0.667635 -0.253256 -0.30 -0.02 0.24
H -0.996708 -0.003166 -1.466905 0.16 -0.04 -1.26
H -0.482003 -1.938984 0.695550 -0.02 -0.62 0.08
H -0.411656 1.988366 0.660580 -0.14 -0.09 -0.06
H 1.923657 1.324721 -0.663759 0.36 0.56 -0.17
H 1.905372 -1.386020 -0.612224 0.14 -0.07 -0.10
O -0.187202 0.015272 1.485306 0.07 0.00 0.07
Cl -2.775286 0.003029 0.027456 0.05 -0.02 0.04
```
Forces are in eV/Å.